This record from the Open Molecules 2025 dataset describes a single H2NO3PS molecule at a distorted geometry. The level of theory is wB97M-V/def2-TZVPD.

```
8
Properties=species:S:1:pos:R:3
N -0.2624 -0.0621 -0.3582
O -0.5617 -1.0985 2.2289
O -1.7910 -1.9896 -0.0357
O 0.6090 -2.7223 0.8825
P -1.2263 -1.1334 -1.1229
S -0.5830 -2.4339 1.6515
H 0.3093 0.6068 -0.8395
H -0.1223 -0.1228 0.6562
```

Computed properties:
Frontier orbital gap (eV): 9.6846
Largest force on an atom (eV/Å): 1.25
HOMO energy (eV): -10.3
LUMO (eV): -0.6
ΔE to the lowest compared entry with this formula, charge and spin (eV): 0.347
E (eV): -27789.539

Mulliken population analysis, charges in e, atoms 1 to 6: -0.22, -0.56, -0.38, -0.46, 0.32, 0.76